# C6F18LiN3O12S6

A structure of composition C6F18LiN3O12S6 (ωB97M-V with the def2-TZVPD basis set, the Open Molecules 2025 dataset).

The geometry in XYZ format:
```
46
Properties=species:S:1:pos:R:3:nbo_charge:R:1
Li -0.643 0.224 0.465 0.873
C -0.266 3.960 1.259 0.785
F 0.222 5.236 0.995 -0.334
F 0.440 3.325 2.158 -0.286
F -1.563 4.002 1.517 -0.291
S 0.090 2.925 -0.344 2.077
O 0.348 3.891 -1.454 -0.857
O 1.166 2.020 -0.027 -0.908
N -1.275 1.855 -0.329 -1.233
S -2.082 2.421 -1.530 2.128
O -2.474 3.828 -1.367 -0.949
O -1.401 2.142 -2.821 -0.926
C -3.789 1.364 -1.602 0.793
F -4.458 1.685 -0.456 -0.334
F -4.557 1.835 -2.590 -0.325
F -3.531 0.083 -1.789 -0.292
C 1.824 -2.211 2.580 0.772
F 2.259 -2.158 1.346 -0.280
F 0.839 -3.151 2.650 -0.324
F 2.847 -2.604 3.379 -0.318
S 1.081 -0.513 3.111 2.114
O 1.083 -0.577 4.546 -0.882
O 1.939 0.551 2.528 -0.878
N -0.477 -0.483 2.267 -1.256
S -1.637 -0.653 3.222 2.212
O -2.903 -1.086 2.613 -0.936
O -1.359 -1.350 4.456 -0.938
C -2.117 1.223 3.680 0.736
F -1.116 1.892 4.343 -0.338
F -2.429 1.767 2.532 -0.315
F -3.227 1.314 4.367 -0.322
C 3.827 -3.797 -1.931 0.761
F 3.909 -4.072 -0.560 -0.330
F 5.117 -3.708 -2.236 -0.316
F 3.213 -4.747 -2.665 -0.310
S 3.069 -2.071 -2.224 2.090
O 3.639 -1.298 -1.083 -0.891
O 3.421 -1.631 -3.556 -0.896
N 1.330 -2.391 -1.950 -1.127
S 0.591 -1.142 -2.342 2.157
O -0.582 -1.001 -1.405 -1.016
O 1.237 0.164 -2.491 -0.889
C -0.244 -1.683 -4.050 0.756
F 0.708 -2.087 -4.895 -0.321
F -1.150 -2.645 -3.814 -0.329
F -0.922 -0.646 -4.501 -0.308
```

The value obtained for the HOMO-LUMO gap is 9.18 eV. As for the charge: -2. The value obtained for the HOMO energy is -4.7 eV. The spin multiplicity is 1. As for the LUMO energy: 4.452 eV. As for the largest force on an atom: 6.982 eV Å⁻¹.

---

# C6H32O13

A cluster of 10 separate species, C6H32O13 in total (ωB97M-V with the def2-TZVPD basis set, the Open Molecules 2025 dataset).

The geometry in XYZ format:
```
51
Properties=species:S:1:pos:R:3:nbo_charge:R:1
O -2.477 0.211 2.641 -0.725
C -2.470 -0.675 1.499 -0.081
C -3.932 -1.004 0.903 -0.095
O -3.843 -2.275 0.192 -0.732
H -2.968 -0.131 3.311 0.463
H -1.870 -0.325 0.573 0.175
H -1.973 -1.534 1.806 0.170
H -4.103 -0.303 0.114 0.156
H -4.737 -1.027 1.613 0.175
H -3.484 -1.940 -0.570 0.477
O 0.693 5.497 -0.482 -0.713
C 1.499 4.396 -0.766 -0.090
C 1.810 3.768 0.598 -0.083
O 2.314 2.440 0.444 -0.775
H 0.393 5.850 -1.307 0.464
H 0.822 3.870 -1.468 0.157
H 2.425 4.696 -1.239 0.153
H 0.881 3.621 1.171 0.174
H 2.430 4.445 1.178 0.175
H 2.677 2.093 1.306 0.516
O -0.037 -1.864 -0.377 -0.750
C 0.030 -3.109 0.238 -0.084
C -0.244 -4.381 -0.617 -0.088
O 0.060 -5.471 0.219 -0.724
H 0.696 -1.686 -0.946 0.513
H 0.944 -3.266 0.776 0.177
H -0.778 -3.089 1.003 0.205
H 0.322 -4.499 -1.555 0.156
H -1.296 -4.443 -0.806 0.173
H -0.127 -6.300 -0.230 0.475
O -2.144 -1.380 -1.813 -0.988
H -2.231 -1.551 -2.770 0.479
H -1.249 -1.581 -1.573 0.495
O 3.069 2.223 -2.301 -0.934
H 2.401 2.468 -1.637 0.479
H 3.421 3.109 -2.471 0.450
O 0.556 0.311 0.690 -1.006
H 0.565 1.048 0.050 0.502
H 0.405 -0.473 0.169 0.470
O 3.156 0.685 2.200 -0.967
H 2.378 0.323 1.817 0.502
H 3.833 0.004 2.217 0.484
O -0.611 1.317 -1.673 -0.992
H -0.730 2.051 -2.335 0.491
H -1.501 0.893 -1.459 0.516
O 0.052 -0.909 3.495 -0.937
H 0.029 -0.064 3.112 0.486
H 0.716 -1.379 3.014 0.455
O 1.528 -0.318 -2.332 -0.978
H 1.967 -0.508 -3.146 0.482
H 0.719 0.163 -2.459 0.496
```

The value obtained for the HOMO-LUMO gap is 9.35 eV. The value obtained for the HOMO energy is -9.4 eV. The SMILES is OCCO.OCCO.OCCO.O.O.O.O.O.O.O. The spin multiplicity is 1. As for the LUMO energy: -0.062 eV. As for the largest force on an atom: 5.538 eV Å⁻¹.

---

# H4O2Rb

A structure of composition H4O2Rb (ωB97M-V with the def2-TZVPD basis set, the Open Molecules 2025 dataset).

The geometry in XYZ format:
```
7
Properties=species:S:1:pos:R:3:nbo_charge:R:1
Rb -1.249 -0.436 -1.463 0.998
O 0.980 -1.786 -0.277 -0.630
H 1.532 -2.097 -0.994 0.517
H 1.572 -1.723 0.472 0.527
O -1.098 1.668 0.851 -0.439
H -0.799 2.361 1.439 0.537
H -0.938 2.013 -0.028 0.489
```

The value obtained for the HOMO-LUMO gap (alpha / beta) is 15.70 / 3.51 eV. As for the charge: +2. The value obtained for the HOMO energy (alpha / beta) is -24.1 / -20.4 eV. The spin multiplicity is 2. As for the LUMO energy (alpha / beta): -8.420 / -16.917 eV. As for the largest force on an atom: 1.678 eV Å⁻¹.

---

# H3INPS

A cluster of 2 separate species, H3INPS in total (ωB97M-V with the def2-TZVPD basis set, the Open Molecules 2025 dataset).

The geometry in XYZ format:
```
7
Properties=species:S:1:pos:R:3:nbo_charge:R:1
N -0.525 0.664 -0.085 -0.987
P -1.540 -0.041 1.178 0.610
S -2.155 0.579 -0.711 0.041
H 0.090 -0.012 -0.552 0.388
H -2.021 1.121 1.798 -0.058
I 2.977 -0.532 -0.345 -0.092
H 3.174 -1.780 -1.283 0.099
```

The value obtained for the HOMO-LUMO gap is 8.96 eV. The value obtained for the HOMO energy is -8.6 eV. The SMILES is [nH]1[pH]s1.I. The spin multiplicity is 1. As for the LUMO energy: 0.321 eV. As for the largest force on an atom: 0.927 eV Å⁻¹.

---

# C2H2Cl2F2

A cluster of 2 separate species, C2H2Cl2F2 in total (ωB97M-V with the def2-TZVPD basis set, the Open Molecules 2025 dataset).

The geometry in XYZ format:
```
8
Properties=species:S:1:pos:R:3:nbo_charge:R:1
C 1.112 0.858 0.436 0.180
C -0.004 -1.106 -0.648 0.118
F 0.261 1.688 -0.106 -0.301
F -0.952 -1.640 0.248 -0.364
Cl 2.635 0.777 -0.437 -0.020
Cl 1.298 -2.148 -0.947 0.020
H 1.255 0.493 1.463 0.210
H -0.545 -0.800 -1.462 0.156
```

The value obtained for the HOMO-LUMO gap (alpha / beta) is 8.43 / 8.97 eV. The value obtained for the HOMO energy (alpha / beta) is -8.7 / -8.9 eV. The spin multiplicity is 1. As for the LUMO energy (alpha / beta): -0.228 / 0.066 eV. As for the largest force on an atom: 4.304 eV Å⁻¹.

---

> Among the records above, which one has the lowest largest force on an atom?

H3INPS

---

> Which formula does entry 4 have?

H3INPS